Density functional theory data (ωB97M-V with the def2-TZVPD basis set) for a cluster of 2 separate species, CH2Cl2O2 in total at a distorted geometry.

Each line ends with the Mulliken charge.
Positions of all 7 atoms, in Å:
O (-1.01, 1.80, 1.55)  -0.4112
C (-0.90, 0.94, 0.78)  0.6080
O (0.29, 0.47, 0.36)  -0.4015
Cl (-2.13, 0.17, -0.08)  -0.1198
H (1.05, 0.89, 0.88)  0.3342
Cl (1.87, -2.05, -1.37)  -0.2532
H (0.82, -2.22, -2.13)  0.2435

Frontier orbital gap: 0.432 Eh
Structure (SMILES): O=C(O)Cl.Cl
Calculated total energy: -1110.17915 a.u.
ΔE to the lowest compared entry with this formula, charge and spin: 0.6 kcal/mol
LUMO level: 0.42 eV